The following is a quantum chemistry calculation of 12 unconnected molecules or ions with the total composition C14H52O19 at a distorted geometry, from OMol25.

Values from the calculation:
* frontier orbital gap: 9.2 eV
* HOMO level: -9.49 eV
* ΔE to the lowest compared entry with this formula, charge and spin: 2.967 eV
* structure (SMILES): OCCO.OCCO.OCCO.OCCO.OCCO.OCCO.OCCO.O.O.O.O.O
* maximum force: 0.0697 hartree/bohr
* E: -54258.752 eV

Each atom is followed by the atoms it is bonded to, with distances in Å.
Geometry (Å):
1 O 1.02369 -5.31087 1.41882  C31 1.478, H72 0.946
2 O -0.12007 -3.21419 -0.07561  H41 0.999, H69 0.952
3 O 2.91906 -2.91133 3.57592  C30 1.396, H64 0.939
4 O 0.76560 -0.83522 0.57084  C21 1.415, H54 0.947
5 O -1.26969 3.02158 0.48357  H35 0.928, H63 0.925
6 O -1.08865 0.48050 -3.87895  C29 1.402, H47 0.973
7 O 1.98899 1.35877 -2.98873  C25 1.405, H74 0.964
8 O -2.20383 0.33489 2.37212  C33 1.396, H43 0.994
9 O 2.98532 -0.27425 1.88253  C28 1.446, H60 0.955
10 O -3.63646 0.12002 0.20674  H34 0.999, H58 0.951
11 O 1.52233 3.24025 0.02336  C24 1.341, H53 0.974
12 O -6.55843 4.63260 -1.36421  C23 1.366, H82 0.937
13 O -4.60671 2.97348 1.24149  C26 1.405, H70 0.988
14 O 1.43728 -4.38373 -1.91349  C22 1.390, H46 0.977
15 O -1.18839 2.65785 3.35327  H51 0.936, H84 0.936
16 O -2.74911 3.01089 -1.90514  C27 1.363, H62 0.971
17 O -2.31459 -1.97799 -0.92609  H78 0.974, H81 0.990
18 O 4.41862 -2.95183 -0.32250  C32 1.388, H71 0.952
19 O 5.02715 1.56138 -0.63684  C20 1.434, H79 0.981
20 C 4.49609 0.38990 -0.00389  O19 1.434, C28 1.524, H37 1.082, H45 1.049
21 C -0.28403 0.00272 1.01634  O4 1.415, C33 1.567, H48 1.092, H56 1.113
22 C 2.77117 -4.31446 -1.52973  O14 1.390, C32 1.506, H50 1.045, H76 1.055
23 C -5.57471 4.48332 -0.42874  O12 1.366, C26 1.537, H40 1.107, H73 1.060
24 C 1.97543 3.13462 -1.23416  O11 1.341, C25 1.538, H36 1.107, H39 1.090
25 C 1.59197 1.71623 -1.68941  O7 1.405, C24 1.538, H66 1.043, H80 1.045
26 C -5.58732 3.10145 0.24341  O13 1.405, C23 1.537, H49 1.086, H77 1.096
27 C -1.89561 2.51768 -2.84660  O16 1.363, C29 1.501, H42 1.090, H57 1.082
28 C 3.72641 0.79361 1.24836  O9 1.446, C20 1.524, H44 1.053, H67 1.102
29 C -1.92299 1.01727 -2.88894  O6 1.402, C27 1.501, H83 1.114, H85 1.126
30 C 1.77524 -3.52712 3.06384  O3 1.396, C31 1.565, H68 1.098, H75 1.123
31 C 2.15822 -4.77523 2.20059  O1 1.478, C30 1.565, H59 1.074, H65 1.044
32 C 3.11432 -3.05163 -0.78519  O18 1.388, C22 1.506, H55 1.109, H61 1.092
33 C -1.20736 -0.61116 2.12297  O8 1.396, C21 1.567, H38 1.085, H52 1.134
34 H -3.22784 0.34957 1.08935  O10 0.999
35 H -1.72063 3.83195 0.52461  O5 0.928
36 H 1.55179 3.93688 -1.86821  C24 1.107
37 H 5.38789 -0.19642 0.17356  C20 1.082
38 H -0.65856 -0.86896 3.02280  C33 1.085
39 H 3.04102 3.35922 -1.18743  C24 1.090
40 H -4.66573 4.69572 -1.02453  C23 1.107
41 H -0.08612 -3.95503 0.59320  O2 0.999
42 H -2.27718 2.86934 -3.80527  C27 1.090
43 H -1.88671 1.07070 2.96025  O8 0.994
44 H 3.13418 1.64728 1.08003  C28 1.053
45 H 3.86905 -0.04328 -0.72449  C20 1.049
46 H 1.25103 -5.27086 -2.27729  O14 0.977
47 H -1.56992 -0.29843 -4.20738  O6 0.973
48 H 0.13818 0.91909 1.43282  C21 1.092
49 H -5.39395 2.31978 -0.48541  C26 1.086
50 H 3.34110 -4.47415 -2.39144  C22 1.045
51 H -0.38925 2.44379 3.79138  O15 0.936
52 H -1.69595 -1.54031 1.69541  C33 1.134
53 H 0.54820 3.26216 0.01011  O11 0.974
54 H 0.37678 -1.67261 0.35996  O4 0.947
55 H 2.40830 -2.92607 0.06100  C32 1.109
56 H -0.92832 0.20479 0.13208  C21 1.113
57 H -0.94032 3.01282 -2.73283  C27 1.082
58 H -3.12118 -0.61805 -0.09892  O10 0.951
59 H 2.92409 -4.43159 1.53081  C31 1.074
60 H 2.23686 -0.48638 1.32901  O9 0.955
61 H 2.86825 -2.17651 -1.39050  C32 1.092
62 H -2.39139 2.71566 -1.05169  O16 0.971
63 H -1.38771 2.72669 1.35194  O5 0.925
64 H 2.70130 -2.16685 4.10479  O3 0.939
65 H 2.49495 -5.50732 2.86459  C31 1.044
66 H 0.55164 1.63734 -1.69503  C25 1.043
67 H 4.42976 1.19540 1.99557  C28 1.102
68 H 1.14380 -2.87210 2.44990  C30 1.098
69 H 0.39682 -3.54490 -0.80325  O2 0.952
70 H -4.26997 2.04537 1.26690  O13 0.988
71 H 4.87879 -3.08900 -1.14481  O18 0.952
72 H 1.22433 -6.17866 1.09971  O1 0.946
73 H -5.62096 5.18835 0.36125  C23 1.060
74 H 1.72016 0.43598 -3.06474  O7 0.964
75 H 1.13024 -3.90763 3.90115  C30 1.123
76 H 2.98091 -5.15186 -0.92321  C22 1.055
77 H -6.50872 2.70076 0.68225  C26 1.096
78 H -2.00589 -2.05791 -1.84670  O17 0.974
79 H 4.82961 1.40903 -1.58572  O19 0.981
80 H 1.97652 0.93450 -1.11201  C25 1.045
81 H -1.55661 -2.47326 -0.52678  O17 0.990
82 H -6.63655 3.79285 -1.77204  O12 0.937
83 H -1.96338 0.51057 -1.89820  C29 1.114
84 H -1.18232 3.59339 3.39216  O15 0.936
85 H -2.93932 0.68912 -3.24463  C29 1.126